Entry from OMol25: an isolated ion of composition C4NO4 and charge -1 at a distorted geometry (ωB97M-V with the def2-TZVPD basis set).

Structure (XYZ):
```
9
Properties=species:S:1:pos:R:3:forces:R:3
O 0.2976 -1.2452 2.3637 0.104 0.301 -0.498
C 0.1834 -0.6593 1.2930 -0.196 -1.149 0.906
C 0.7436 -0.9226 -0.0884 -0.563 2.465 -1.451
O 1.4201 -1.6685 -0.7471 -0.175 -0.192 0.776
C -0.0570 0.4413 -0.5352 1.210 -2.749 0.650
N -0.5036 0.8967 -1.6447 -0.550 1.384 -1.406
O -0.0841 1.3047 -2.7518 0.057 -0.957 1.466
C -0.6321 0.4953 0.8297 0.217 1.558 -1.189
O -1.3679 1.3578 1.2807 -0.103 -0.660 0.746
```
Positions in Å, forces in eV/Å.

Computed properties:
Net charge: -1
SMILES: O=C1C(=O)C(=N[O-])C1=O
HOMO energy (spin up / spin down) in Ha: -0.1328 / -0.1488
Spin multiplicity: 1
LUMO energy (spin up / spin down) in Eh: 0.1180 / 0.0955
HOMO-LUMO gap (spin up / spin down) in eV: 6.826 / 6.646
Strongest force on any atom in eV/A: 3.1

Atomic partial charges in e from the Löwdin method, atoms 1 to 8: 0.043 -0.325 -0.252 0.062 -0.103 -0.034 -0.066 -0.360